Entry 1:
Density functional theory data (wB97M-V/def2-TZVPD) for a molecular structure, C35H39Cl2N3O3PS2Tl.

XYZ file:
```
86
Properties=species:S:1:pos:R:3:forces:R:3
Tl -0.0659 -0.5981 -1.6821 -0.2 0.1 0.0
O 4.0640 -4.3441 0.5174 0.1 -0.1 -0.1
C 3.0297 -3.7616 0.8752 0.0 0.2 0.0
O 2.0200 -3.4747 0.1834 -0.2 0.1 -0.2
C 2.9480 -3.3166 2.3347 0.0 -0.1 0.2
C 3.8139 -3.9379 3.2346 0.0 0.0 -0.1
C 3.7559 -3.6778 4.5895 0.0 0.0 0.1
C 2.8182 -2.7711 5.0673 0.0 0.0 0.0
C 1.9699 -2.1321 4.1792 0.1 0.0 0.1
C 2.0184 -2.3798 2.8035 -0.1 0.0 0.1
P 0.8652 -1.4357 1.6817 0.3 -0.3 -0.2
C -0.6715 -2.4011 1.9386 0.0 -0.1 0.0
C -1.9170 -1.8040 1.7331 0.0 0.0 -0.1
C -3.0808 -2.5549 1.8334 0.0 0.0 0.0
C -3.0228 -3.9132 2.1133 0.0 0.0 0.0
C -1.7866 -4.5210 2.2774 0.0 0.0 0.0
C -0.6217 -3.7733 2.1882 0.0 0.1 0.1
C 0.6190 0.0155 2.7872 -0.1 0.2 0.0
C -0.4271 0.2403 3.6773 -0.1 0.1 0.0
C -0.4740 1.3987 4.4440 0.0 0.0 0.0
C 0.5398 2.3410 4.3491 0.0 0.0 0.0
C 1.5896 2.1288 3.4643 0.0 0.0 0.0
C 1.6165 0.9887 2.6768 0.0 0.0 0.0
H 4.5285 -4.6348 2.8135 0.0 0.0 0.0
H 4.4360 -4.1783 5.2699 0.0 0.0 0.0
H 2.7476 -2.5553 6.1273 0.0 0.0 0.0
H 1.2581 -1.4147 4.5667 0.0 -0.1 0.0
H -1.9699 -0.7575 1.4470 0.0 0.0 0.0
H -4.0358 -2.0733 1.6650 0.0 0.0 0.0
H -3.9346 -4.4959 2.1821 0.0 0.0 0.0
H -1.7234 -5.5869 2.4669 0.0 0.0 0.0
H 0.3369 -4.2608 2.2978 0.0 0.0 0.0
H -1.2172 -0.4951 3.7728 0.0 0.0 0.0
H -1.3071 1.5602 5.1193 0.0 0.0 0.0
H 0.5022 3.2450 4.9464 0.0 0.0 0.0
H 2.3737 2.8697 3.3591 0.0 0.0 0.0
H 2.4171 0.8442 1.9580 0.0 0.0 0.0
C 3.4065 0.8110 -4.2226 -0.1 0.0 0.0
N 3.4793 -0.4854 -3.6009 0.1 0.0 0.0
C 3.2217 -1.6842 -4.3766 0.0 -0.1 0.0
C 3.0636 -2.7725 -3.2986 -0.1 -0.1 -0.1
N 3.0556 -2.0027 -2.0769 0.0 -0.4 0.3
C 3.2632 -0.7062 -2.2696 -0.2 0.3 0.1
S 3.1880 0.4792 -1.0853 0.2 0.0 0.0
H 4.3090 1.0242 -4.8047 0.0 0.0 0.0
H 3.2843 1.5613 -3.4459 0.0 0.0 0.0
H 2.5346 0.8663 -4.8827 0.0 0.0 0.0
H 4.0480 -1.8956 -5.0625 0.0 0.0 0.0
H 2.3125 -1.5546 -4.9761 0.0 0.0 0.0
H 3.8879 -3.4911 -3.3049 0.0 0.0 0.0
H 2.1278 -3.3253 -3.4073 0.0 0.0 0.0
H 2.7553 -2.4181 -1.1860 0.0 0.0 0.0
C -4.9111 0.2435 0.0265 0.0 -0.1 0.0
C -4.8499 1.7478 -0.2104 -0.1 0.0 0.0
C -3.5478 2.3703 0.2812 -0.2 0.2 0.1
S -2.1791 1.9225 -0.8759 0.1 -0.4 0.5
O -1.6092 0.7369 -0.0765 -0.2 0.3 -0.2
C -1.1676 3.3626 -0.4677 0.1 0.2 0.0
C -0.8014 3.5027 0.9972 -0.1 0.0 0.1
C 0.1642 4.6646 1.1954 0.1 0.0 0.0
H -5.7405 -0.2173 -0.5149 0.0 0.0 0.0
H -5.0425 0.0315 1.0915 0.0 0.0 0.0
H -3.9895 -0.2432 -0.2906 0.0 0.0 -0.1
H -5.7014 2.2312 0.2833 0.0 0.0 0.0
H -4.9556 1.9531 -1.2803 0.0 0.0 0.0
H -3.2918 2.0326 1.2874 0.0 0.0 0.0
H -3.6251 3.4624 0.2838 -0.1 0.0 0.0
H -1.7300 4.2283 -0.8379 0.0 0.0 0.0
H -0.2874 3.2327 -1.0951 0.0 0.0 0.0
H -0.3454 2.5711 1.3331 0.0 0.0 0.0
H -1.6916 3.6533 1.6172 0.1 0.0 0.0
H 1.0600 4.5301 0.5854 0.0 0.0 0.0
H 0.4798 4.7485 2.2379 0.0 0.0 0.0
H -0.2907 5.6154 0.9023 0.0 0.0 0.0
Cl -2.9179 -0.2522 -3.5120 0.0 0.1 0.1
C -2.1380 1.1159 -4.3184 0.0 -0.1 -0.1
C -2.6268 1.4457 -5.5637 0.0 -0.1 0.0
C -2.0212 2.4329 -6.3345 0.0 0.1 0.0
C -0.9005 3.0721 -5.7952 0.0 0.0 -0.1
C -0.4290 2.7321 -4.5526 0.0 0.1 0.1
Cl 0.9552 3.6320 -3.9425 0.0 0.0 0.0
C -0.9882 1.7202 -3.6585 0.1 0.1 0.1
N -0.5491 1.4812 -2.4567 0.3 -0.2 -0.7
H -3.4876 0.9026 -5.9380 0.0 0.0 0.0
H -2.4036 2.6947 -7.3122 0.0 0.0 0.0
H -0.3898 3.8533 -6.3470 0.0 0.0 0.0
```
Forces are in eV/Å.

Values from the calculation:
Net charge: -2
HOMO-LUMO gap: 5.02 eV
Relative energy (zero: lowest compared OMol25 entry of this formula, charge and spin): 0.0 kJ/mol
LUMO: 0.157 Ha
E_tot: -108239.7678 eV
Highest occupied orbital energy: -0.742 eV


Entry 2:
Density functional theory data (wB97M-V/def2-TZVPD) for a single C6H8O3 molecule in a non-equilibrium geometry.

XYZ file:
```
17
Properties=species:S:1:pos:R:3:forces:R:3
C 0.4258 1.3862 0.7473 2.4 0.0 2.0
C 0.0841 0.2547 -0.1198 -3.4 -1.1 -0.2
C 1.1410 -0.0715 -1.1474 -1.2 -3.2 -0.5
O 2.0949 -1.0165 -0.7201 -1.7 -3.4 -1.6
C -0.3713 -0.9063 0.7452 -2.1 -0.2 -1.3
C -1.6810 -1.1740 0.6047 0.2 -0.1 -0.8
C -2.2126 -0.2076 -0.4881 0.6 0.0 2.3
O -3.3228 0.0065 -0.8644 0.1 -0.4 -0.4
O -1.1524 0.5924 -0.8029 -0.1 0.1 -0.9
H -0.2373 1.8561 1.4458 -1.2 -1.1 0.6
H 1.3055 0.9761 1.3146 -0.5 0.8 0.0
H 0.7388 2.2844 0.3114 1.0 1.0 -1.7
H 1.7778 0.6720 -1.1774 2.0 5.1 -1.4
H 0.7767 -0.3999 -2.1691 0.1 0.5 1.5
H 2.6275 -0.6954 -0.0524 1.6 1.3 2.1
H 0.2590 -1.5407 1.2701 1.3 -0.6 1.2
H -2.2537 -2.0165 1.1026 0.7 1.4 -0.8
```
Forces are in eV/Å.

Values from the calculation:
HOMO-LUMO gap: 10.89 eV
Relative energy (zero: lowest compared OMol25 entry of this formula, charge and spin): 174.4 kJ/mol
LUMO: 0.019 Ha
E_tot: -12492.3060 eV
Structure (SMILES): C[C@@]1(CO)C=CC(=O)O1
Highest occupied orbital energy: -10.361 eV


Entry 3:
Density functional theory data (wB97M-V/def2-TZVPD) for 2 unconnected molecules or ions with the total composition C2H8NOP in a non-equilibrium geometry.

XYZ file:
```
13
Properties=species:S:1:pos:R:3:forces:R:3
C -1.3502 -0.4498 -0.4666 0.3 -1.3 2.5
C -1.4258 0.9764 0.1472 -1.2 -1.3 0.1
P -0.1603 1.2325 1.5736 -0.9 1.0 -1.4
O 0.0800 -0.0712 2.1900 0.0 -0.8 0.3
H -0.4256 -0.6970 -0.9709 0.5 0.1 0.3
H -1.6134 -1.2736 0.3079 0.9 1.4 -1.0
H -2.0944 -0.5986 -1.1798 -1.5 0.2 -1.4
H -2.4977 0.9586 0.6273 1.9 0.7 -0.7
H -1.3868 1.6631 -0.7383 0.0 0.1 1.3
N 2.4095 -0.3635 -0.4567 0.7 -2.0 -2.8
H 3.2291 -0.3598 -1.0691 -0.3 1.4 -0.5
H 2.5768 0.2953 0.2375 0.5 0.9 1.8
H 2.6590 -1.3124 -0.2021 -1.0 -0.2 1.5
```
Forces are in eV/Å.

Values from the calculation:
HOMO-LUMO gap: 8.68 eV
Relative energy (zero: lowest compared OMol25 entry of this formula, charge and spin): 194.5 kJ/mol
LUMO: -0.016 Ha
E_tot: -15029.1068 eV
Structure (SMILES): CCP=O.N
Highest occupied orbital energy: -9.121 eV


Entry 4:
Density functional theory data (wB97M-V/def2-TZVPD) for a single C14H12F4NO5PS molecule in a non-equilibrium geometry.

XYZ file:
```
38
Properties=species:S:1:pos:R:3:forces:R:3
C -2.2909 1.7579 1.2421 -0.5 0.7 -1.0
C -2.4303 1.7849 -0.3875 -0.7 0.5 0.8
C -1.3021 2.6707 -1.0993 -2.5 1.1 -0.3
O -0.1266 1.9571 -1.5737 0.4 -2.3 2.2
C 0.1697 0.8008 -0.8280 0.4 -1.5 0.3
C 0.9248 0.8296 0.5315 -0.4 -4.3 -2.0
S 1.4773 2.3873 1.3612 -5.7 4.3 1.9
O 1.2531 3.6371 0.5610 1.5 -3.8 0.9
O 0.6535 2.4952 2.6340 3.1 -1.6 -3.0
C 3.3001 2.3756 1.8277 3.3 0.4 0.6
F 3.9470 3.2435 0.8959 -1.5 -2.5 2.8
F 3.4760 2.8675 3.1510 -0.6 -1.3 -3.9
F 3.8868 1.0945 1.7714 -1.4 3.0 0.0
C 1.2289 -0.5319 1.2210 -1.1 0.0 -2.2
C 0.8349 -1.9250 0.6312 -1.2 3.2 -2.3
P 1.3431 -3.4791 1.5861 0.4 0.3 2.3
N 1.6686 -3.2418 3.1387 -0.5 1.1 -1.5
C 0.0577 -1.9560 -0.7421 1.0 3.4 1.1
C -0.2584 -0.5817 -1.4502 1.1 -1.4 2.0
C -1.0431 -0.7025 -2.8417 -1.5 2.0 -2.0
O -1.5757 0.2860 -3.4295 2.1 -3.5 2.5
C -1.2199 -2.1074 -3.6123 1.2 -1.6 2.1
C -0.9023 -3.3162 -2.9576 -0.4 2.5 -1.4
F -1.0639 -4.5244 -3.6755 0.5 2.5 2.3
C -0.3974 -3.3276 -1.4254 -0.7 -2.7 -0.1
O -0.4356 -4.4399 -0.8497 0.6 4.0 -1.4
H -1.8317 2.7856 1.5077 -0.6 -1.9 0.0
H -3.3567 1.7334 1.6791 1.8 -0.2 -0.5
H -1.6701 0.8815 1.6209 -0.8 1.3 -0.4
H -3.4311 2.3384 -0.5713 1.7 -0.8 0.1
H -2.5791 0.7414 -0.8337 0.4 1.5 0.5
H -1.7973 3.1303 -2.0389 1.1 -1.0 1.3
H -1.0622 3.5778 -0.4251 0.2 -1.7 -0.9
H 1.7938 -0.4745 2.2231 -1.0 -0.3 -1.8
H 2.5659 -3.9411 0.9627 -1.2 0.0 -0.4
H 0.3066 -4.4950 1.5358 0.9 0.8 -0.9
H 1.5025 -2.2468 3.3491 0.2 -0.7 0.4
H -1.5956 -2.0902 -4.6929 0.5 0.2 1.9
```
Forces are in eV/Å.

Values from the calculation:
HOMO-LUMO gap: 6.15 eV
Relative energy (zero: lowest compared OMol25 entry of this formula, charge and spin): 746.7 kJ/mol
LUMO: -0.102 Ha
E_tot: -57422.9554 eV
Structure (SMILES): CCCOc1c(S(=O)(=O)C(F)(F)F)cc([PH2]=N)c2c1C(=O)C=C(F)C2=O
Highest occupied orbital energy: -8.923 eV


Entry 5:
Density functional theory data (wB97M-V/def2-TZVPD) for a molecular structure, C16H18MgN2O4P.

XYZ file:
```
42
Properties=species:S:1:pos:R:3:forces:R:3
Mg 1.4958 1.3426 -0.4223 0.2 0.2 0.0
O 1.9369 0.0852 -2.0125 0.0 0.0 0.2
C 0.8781 0.6530 -2.4154 -0.1 0.0 0.1
O 0.7386 1.9079 -2.2836 0.0 0.0 0.1
C -0.3656 -0.1815 -2.4868 -0.1 0.0 -0.1
P -0.6401 -0.3182 -0.6275 0.1 0.0 0.0
C -2.4275 -0.1391 -0.4058 0.0 0.0 0.0
C -3.0020 1.0953 -0.7094 0.0 0.1 0.0
C -4.3669 1.2830 -0.5748 0.0 0.0 0.0
C -5.1666 0.2421 -0.1202 0.0 0.0 0.0
C -4.5993 -0.9828 0.1951 0.0 0.0 0.0
C -3.2326 -1.1781 0.0520 0.0 0.0 0.0
C -0.2534 -2.0214 -0.1591 0.0 0.0 0.0
C -0.4915 -3.1154 -0.9881 0.0 0.0 0.0
C -0.2141 -4.3987 -0.5447 0.0 0.0 0.0
C 0.2921 -4.6002 0.7323 0.0 0.0 0.0
C 0.5247 -3.5170 1.5662 0.0 0.0 0.0
C 0.2575 -2.2315 1.1196 0.0 0.0 0.0
H -0.2172 -1.1480 -2.9601 0.0 0.0 0.1
H -1.2037 0.3607 -2.9182 0.0 0.0 -0.1
H -2.3841 1.9132 -1.0670 0.0 0.0 0.0
H -4.8059 2.2400 -0.8221 0.0 0.0 0.0
H -6.2328 0.3884 -0.0108 0.0 0.0 0.0
H -5.2201 -1.7939 0.5508 0.0 0.0 0.0
H -2.8009 -2.1389 0.2991 0.0 0.0 0.0
H -0.9021 -2.9791 -1.9804 0.0 0.0 0.0
H -0.3968 -5.2419 -1.1969 0.0 0.0 0.0
H 0.5063 -5.6031 1.0762 0.0 0.0 0.0
H 0.9188 -3.6702 2.5617 0.0 0.0 0.0
H 0.4466 -1.3902 1.7776 0.0 0.0 0.0
C 5.1998 2.0175 2.2978 0.0 0.1 0.0
O 4.3790 3.1178 1.8143 -0.1 0.0 0.1
C 3.2892 2.7992 1.1795 0.0 0.1 -0.1
O 2.9142 1.6392 0.9571 0.0 -0.2 -0.1
N 2.5746 3.8646 0.7573 0.0 0.0 0.0
N 1.4027 3.5930 0.0394 0.1 -0.1 -0.1
H 6.0044 2.4970 2.8417 0.0 0.0 0.0
H 5.5788 1.4539 1.4500 0.0 0.0 0.0
H 4.6067 1.3833 2.9499 0.0 0.0 0.0
H 2.9103 4.8065 0.8898 0.0 0.0 0.0
H 1.4644 3.9581 -0.9091 0.0 0.0 0.0
H 0.6036 4.0079 0.5076 0.0 0.0 0.0
```
Forces are in eV/Å.

Values from the calculation:
Net charge: +1
HOMO-LUMO gap: 8.99 eV
Relative energy (zero: lowest compared OMol25 entry of this formula, charge and spin): 13.8 kJ/mol
LUMO: -0.101 Ha
E_tot: -42785.3596 eV
Highest occupied orbital energy: -11.746 eV


Entry 6:
Density functional theory data (wB97M-V/def2-TZVPD) for 3 unconnected molecules or ions with the total composition C2H12NO2S in a non-equilibrium geometry.

XYZ file:
```
18
Properties=species:S:1:pos:R:3:forces:R:3
C -0.6675 -0.4706 -0.9908 0.7 2.2 1.1
C -0.3409 -1.9087 -0.8463 -2.8 -1.2 -0.1
S 1.3478 -2.4091 -0.6762 0.3 0.0 0.0
N 0.1644 0.2346 0.0726 -1.2 1.7 -0.2
H -1.7209 -0.2242 -0.6867 0.7 -0.3 -1.1
H -0.2269 0.0145 -1.8689 -1.0 -0.3 -0.4
H -0.8301 -2.4085 -1.7304 0.4 0.1 1.1
H -0.9260 -2.0921 0.1371 0.9 -0.8 -1.1
H 1.1687 -2.6400 0.6983 0.2 0.0 0.2
H 0.2335 1.2627 -0.2114 0.3 -1.5 0.5
H 1.0222 -0.3098 -0.0134 1.0 0.4 0.6
H -0.2243 0.1921 1.0462 0.5 -0.3 -0.5
H 0.7777 1.3435 3.3852 -0.4 -2.9 -0.8
H 1.0410 -0.2849 3.1398 1.3 -0.8 0.5
O 0.4429 0.4315 3.0192 -1.0 3.7 0.2
H 0.0044 3.0940 -2.0981 0.5 -1.0 -0.1
H -0.8799 3.5195 -1.0586 0.7 -2.4 0.3
O -0.3862 2.6555 -1.3177 -1.1 3.5 -0.2
```
Forces are in eV/Å.

Values from the calculation:
HOMO-LUMO gap (spin up / spin down): 2.94 / 8.94 eV
Multiplicity: 2
Expectation value of S²: 0.751
Relative energy (zero: lowest compared OMol25 entry of this formula, charge and spin): 90.1 kJ/mol
LUMO (spin up / spin down): 0.002 / -0.004 Ha
E_tot: -18684.9444 eV
Highest occupied orbital energy (spin up / spin down): -2.887 / -9.046 eV


Q: What is the formula in the fourth record?
A: C14H12F4NO5PS